*w*
Here is 14 unconnected molecules or ions with the total composition C5H36O13 from OMol25. Energies are from ωB97M-V/def2-TZVPD.

Atoms and positions in Å:
C (-2.07, -1.88, 3.32)
C (-2.43, -1.65, 1.82)
C (-1.95, -0.29, 1.35)
C (-0.54, -0.07, 0.86)
C (-0.34, 0.31, -0.39)
H (-1.84, -2.94, 3.43)
H (-1.14, -1.31, 3.49)
H (-2.68, -1.38, 4.06)
H (-1.94, -2.55, 1.43)
H (-3.51, -1.63, 1.69)
H (-2.24, 0.55, 1.97)
H (-2.55, 0.22, 0.57)
H (0.22, -0.28, 1.59)
H (-1.19, 0.38, -1.06)
H (0.62, 0.62, -0.81)
H (-0.55, 2.92, 3.87)
H (-0.10, 2.99, 2.34)
O (-0.86, 2.95, 2.96)
H (2.64, 1.24, -1.58)
H (3.94, 2.05, -1.39)
O (3.22, 1.88, -2.00)
H (4.76, 0.25, -0.67)
H (4.26, -0.30, 0.59)
O (4.21, 0.52, 0.08)
H (0.75, -3.05, 0.29)
H (0.61, -2.10, -0.78)
O (0.96, -2.12, 0.13)
H (-2.39, 2.59, 2.09)
H (-1.60, 2.70, 0.79)
O (-2.44, 2.41, 1.14)
H (1.85, 3.60, 1.32)
H (1.82, 2.07, 1.12)
O (1.63, 2.76, 1.76)
H (-2.01, 0.18, -3.96)
H (-3.03, -0.14, -2.84)
O (-2.48, -0.54, -3.54)
H (3.23, -2.74, 0.15)
H (3.13, -1.65, -1.00)
O (3.71, -2.15, -0.43)
H (0.83, 2.50, -2.58)
H (-0.55, 3.33, -2.53)
O (-0.05, 2.59, -2.19)
H (1.21, -3.98, 2.72)
H (1.06, -2.38, 3.08)
O (0.68, -3.19, 2.75)
H (-4.23, 0.04, -0.75)
H (-3.75, 1.47, -1.14)
O (-4.10, 0.64, -1.49)
H (-0.69, -1.59, -3.09)
H (-1.28, -1.61, -1.87)
O (-0.46, -1.99, -2.23)
H (1.52, -0.94, -2.03)
H (1.18, -0.78, -3.43)
O (1.96, -0.83, -2.88)

E_HOMO in eV: -9.1
Multiplicity: 1

=====

*x*
Here is 14 unconnected molecules or ions with the total composition C5H36O13 from OMol25. Energies are from ωB97M-V/def2-TZVPD.

Atoms and positions in Å:
C (-0.31, 0.93, 1.45)
C (-0.78, -0.50, 1.73)
C (0.26, -1.38, 1.54)
C (0.07, -2.74, 2.07)
C (-2.23, -0.84, 2.09)
H (-1.11, 1.68, 1.37)
H (-0.01, 0.70, 0.34)
H (0.64, 1.14, 1.87)
H (1.27, -1.24, 1.12)
H (-0.25, -2.53, 3.11)
H (-0.42, -3.49, 1.48)
H (0.98, -3.31, 2.44)
H (-2.36, -0.92, 3.18)
H (-2.41, -1.90, 1.78)
H (-3.23, -0.14, 1.91)
H (1.81, -2.68, 0.41)
H (2.03, -4.32, -0.05)
O (1.61, -3.49, -0.21)
H (1.88, -2.78, -2.73)
H (2.88, -2.47, -1.67)
O (2.31, -2.02, -2.25)
H (4.56, -0.52, -0.09)
H (3.11, -0.62, 0.23)
O (3.95, -0.98, 0.60)
H (0.65, 2.63, 1.33)
H (0.00, 3.93, 2.25)
O (0.49, 3.65, 1.56)
H (-2.60, -2.13, -0.35)
H (-3.72, -1.67, -1.14)
O (-3.55, -2.20, -0.35)
H (1.18, -4.18, -1.67)
H (0.02, -3.87, -2.56)
O (0.96, -3.97, -2.58)
H (-2.64, 1.10, -0.76)
H (-3.50, -0.08, -0.49)
O (-3.62, 0.89, -0.70)
H (0.86, 3.47, -1.72)
H (0.73, 4.29, -0.58)
O (0.25, 4.18, -1.48)
H (1.59, 1.19, -2.46)
H (0.11, 1.62, -2.01)
O (0.92, 1.84, -2.31)
H (3.01, 3.04, 0.62)
H (2.65, 2.06, -0.67)
O (2.81, 2.14, 0.34)
H (-1.34, 2.81, -1.49)
H (-1.03, 3.07, 0.01)
O (-1.18, 2.29, -0.69)
H (0.84, -1.25, -1.97)
H (-0.60, -0.79, -1.79)
O (0.17, -0.52, -2.21)
H (-2.26, 1.83, 3.63)
H (-2.94, 1.46, 2.34)
O (-2.92, 2.21, 2.97)

E_HOMO in eV: -9.2
Multiplicity: 1

=====

On energetic grounds, *w* is preferred over the next structure by 82.1 kcal/mol.

=====

*w*
Here is a molecular structure, C3H3Br3O from OMol25. Energies are from ωB97M-V/def2-TZVPD.

Atoms and positions in Å:
C (0.24, 1.33, 0.33)
C (0.02, -0.09, 0.65)
C (-3.20, -0.03, -0.08)
O (0.21, 0.82, 1.65)
Br (-3.29, 0.60, -1.85)
Br (-3.69, -1.92, 0.08)
Br (-4.11, 1.17, 1.13)
H (1.18, 1.61, -0.11)
H (-0.53, 1.86, -0.03)
H (-0.90, -0.61, 0.43)

E_HOMO (alpha / beta) in eV: -8.6 / -9.3
Multiplicity: 1

=====

*x*
Here is 2 unconnected molecules or ions with the total composition C3H3Br3O from OMol25. Energies are from ωB97M-V/def2-TZVPD.

Atoms and positions in Å:
C (1.16, 0.65, -1.81)
C (0.30, -0.28, -1.60)
C (-0.12, -0.56, 2.52)
O (-0.83, -1.08, 3.45)
Br (0.97, 1.99, -3.18)
Br (-1.35, -0.55, -2.54)
Br (-0.73, 0.86, 1.51)
H (2.07, 0.68, -1.39)
H (0.29, -0.92, -0.71)
H (-1.75, -0.81, 3.76)

E_HOMO in eV: -9.0
Multiplicity: 1

=====

On energetic grounds, *x* is preferred over the next structure by 49.3 kcal/mol.

=====

*w*
Here is a gas-phase ion, C4H9N2S (charge +1) from OMol25. Energies are from ωB97M-V/def2-TZVPD.

Atoms and positions in Å:
C (-0.62, 1.38, -0.99)
C (0.13, -1.01, 0.37)
C (-0.22, -2.40, 0.77)
C (1.19, -0.28, 1.16)
N (-0.05, 1.89, 0.02)
N (-0.93, 1.92, -2.19)
S (-0.72, -0.42, -0.89)
H (0.61, -3.12, 1.10)
H (-0.73, -2.88, -0.11)
H (-0.79, -2.23, 1.70)
H (2.08, -0.99, 1.53)
H (0.82, 0.31, 1.93)
H (1.65, 0.35, 0.52)
H (-0.04, 2.97, 0.07)
H (-0.65, 2.88, -2.35)
H (-1.74, 1.64, -2.65)

E_HOMO in eV: -14.4
Charge: +1
Multiplicity: 1

=====

*x*
Here is a gas-phase ion, C4H9N2S (charge +1) from OMol25. Energies are from ωB97M-V/def2-TZVPD.

Atoms and positions in Å:
C (-2.53, 0.36, -0.17)
C (-0.71, -1.42, -0.13)
C (0.59, -1.01, -0.09)
C (2.92, 0.44, 0.09)
N (-2.10, 1.55, 0.34)
N (-2.00, -0.84, -0.36)
S (1.15, 0.59, -0.27)
H (-3.59, 0.34, -0.22)
H (-0.94, -2.43, -0.16)
H (-1.26, 1.59, 0.81)
H (1.40, -1.74, -0.02)
H (3.38, 0.90, -0.75)
H (3.06, -0.64, 0.16)
H (3.03, 1.01, 1.00)
H (-2.85, 2.30, 0.49)
H (-2.68, -1.46, -0.67)

E_HOMO in eV: -12.2
Charge: +1
Structure (SMILES): CS/C=C\[NH+]=C/N
Multiplicity: 1

=====

On energetic grounds, *x* is preferred over the next structure by 18.3 kcal/mol.